(1)
# C26H37ClNO6PV

A structure of composition C26H37ClNO6PV (the ωB97M-V functional and the def2-TZVPD basis, the Open Molecules 2025 dataset).

Computed properties:
<S²>: 0.7795
Charge: +2
Electronic energy (hartree): -3263.799161
Spin multiplicity: 2
Relative energy (zero: lowest compared OMol25 entry of this formula, charge and spin) (kcal per mole): 28.99

Cartesian coordinates (Å):
V (-0.65095, 0.02543, 1.99585)
Cl (0.59557, 1.14603, 3.45971)
P (0.48951, 0.27954, -0.10360)
O (0.02039, 1.97305, 2.43586)
O (1.62433, 1.77212, 4.12126)
O (-2.52122, 0.82269, 2.12613)
O (-1.62707, -3.12370, 0.22149)
O (1.11512, 0.01455, 2.66505)
O (-0.43400, 0.61200, 4.23631)
N (-1.78186, -1.06193, 1.23294)
C (1.78416, -3.65887, 0.36413)
C (-2.27618, -2.32775, 0.84110)
C (3.30815, -2.20997, -1.04602)
C (3.12873, 3.59037, -0.29292)
C (-2.89156, 1.80760, -2.83752)
C (4.43603, 1.53535, 0.34085)
C (1.99539, -1.68859, -1.62316)
C (-2.78555, -0.34379, 1.86056)
C (-2.92123, 2.22977, -1.36462)
C (-0.46473, 1.03828, -2.73133)
C (-0.85222, 0.84016, -1.25745)
C (-1.49825, 1.93957, -3.43806)
C (2.02517, 1.32562, -0.25339)
C (-5.85089, -3.19360, 1.76035)
C (4.32221, 2.70703, -0.63223)
C (-3.66497, -2.39535, 1.33537)
C (3.12710, -3.55793, -0.35439)
C (1.78482, 2.83270, -0.38417)
C (-3.97159, -1.18150, 1.99268)
C (-4.58527, -3.41675, 1.21813)
C (-5.21492, -0.99043, 2.57693)
C (-1.53567, 2.10743, -0.72558)
C (0.92215, -1.48208, -0.53617)
C (-6.14465, -2.01964, 2.43965)
C (3.05794, 1.11186, 0.85832)
C (1.27928, -2.26876, 0.73705)
H (1.11015, 3.17309, 0.40521)
H (3.26935, 3.98082, 0.71722)
H (2.46994, 0.95774, -1.18914)
H (-1.62108, 2.08929, 0.36800)
H (4.94121, 0.69479, -0.14078)
H (-3.25126, 3.26730, -1.28081)
H (-4.32654, -4.33894, 0.71743)
H (-7.12732, -1.89588, 2.86612)
H (4.04244, -2.31402, -1.84432)
H (1.04111, -4.15171, -0.26848)
H (0.38795, -2.35297, 1.37733)
H (3.10777, 4.45094, -0.96025)
H (-1.53060, 1.68125, -4.49635)
H (-3.59785, 2.40759, -3.41123)
H (-0.41999, 0.06973, -3.23439)
H (5.24247, 3.29342, -0.62604)
H (3.21637, -4.36891, -1.08035)
H (-5.46759, -0.08951, 3.11298)
H (1.32317, 3.05956, -1.34528)
H (-3.64501, 1.61831, -0.81772)
H (2.05132, -1.75401, 1.31387)
H (4.21307, 2.33401, -1.65590)
H (-6.61459, -3.94444, 1.63192)
H (-0.03300, -1.87333, -0.91010)
H (1.62922, -2.43913, -2.32835)
H (3.08974, 0.08256, 1.21374)
H (-0.93801, 2.97409, -1.00508)
H (5.05281, 1.82910, 1.19171)
H (1.89080, -4.27131, 1.25901)
H (3.71575, -1.48011, -0.34313)
H (3.95151, -3.71325, 0.34624)
H (-1.19487, 2.98748, -3.37746)
H (-1.57912, 0.01560, -1.19209)
H (0.52007, 1.49610, -2.81875)
H (2.17619, -0.77811, -2.19704)
H (2.78133, 1.74089, 1.70703)
H (-3.22019, 0.77148, -2.94386)

=====

(2)
# C21H18Cl2O2S

A cluster of 2 separate species, C21H18Cl2O2S in total (the ωB97M-V functional and the def2-TZVPD basis, the Open Molecules 2025 dataset).

Computed properties:
Charge: 0
Electronic energy (hartree): -2279.921715

Cartesian coordinates (Å):
Cl (-8.75054, 0.28737, -0.32211)
Cl (-0.26788, -0.04055, 0.41367)
S (-2.52640, 0.27666, -1.45014)
O (-2.35666, 1.45209, -2.27856)
O (-2.24847, -1.03873, -1.98326)
C (-4.30569, 0.27554, -1.05641)
C (2.53629, -1.28323, -3.75919)
C (-6.35605, -0.92898, -0.61932)
C (2.87298, 0.62916, 0.75533)
C (2.37014, 0.61205, -0.56236)
C (-6.37401, 1.49377, -0.75842)
C (3.20639, 1.98138, 2.75336)
C (3.52437, -0.41570, 2.86780)
C (2.10618, -2.87069, -1.97751)
C (3.60047, 0.98379, 4.98340)
C (3.29477, -0.51405, 1.50294)
C (-7.05634, 0.28285, -0.59140)
C (2.33563, -2.60535, -3.33367)
C (3.43849, 0.82602, 3.50927)
C (2.11070, -1.84275, -1.04126)
C (2.92461, 1.89336, 1.41093)
C (-4.99106, 1.48641, -0.98777)
C (-1.77876, 0.48461, 0.07560)
C (-4.97205, -0.92980, -0.84598)
C (2.35535, -0.49800, -1.45172)
C (2.54663, -0.24902, -2.83849)
H (2.07244, 1.57870, -0.97413)
H (3.52674, 0.02057, 5.49051)
H (3.77457, -1.30991, 3.44646)
H (2.36919, -3.42167, -4.05548)
H (4.55326, 1.46718, 5.23405)
H (1.91103, -3.88972, -1.63735)
H (2.69237, -1.06732, -4.81670)
H (2.71077, 2.78742, 0.82454)
H (3.43647, -1.46677, 0.99806)
H (-4.43178, -1.87350, -0.87409)
H (1.90871, -2.08153, 0.00621)
H (-2.25455, 1.14312, 0.78930)
H (2.74278, 0.78179, -3.15078)
H (-6.88659, -1.86396, -0.46517)
H (3.21760, 2.95045, 3.25669)
H (2.80120, 1.63332, 5.35570)
H (-6.91512, 2.43413, -0.71252)
H (-4.46819, 2.42948, -1.12997)

=====

(3)
# H16O8

A cluster of 8 separate species, H16O8 in total (the ωB97M-V functional and the def2-TZVPD basis, the Open Molecules 2025 dataset).

Computed properties:
Charge: 0
Electronic energy (hartree): -611.504624
Relative energy (zero: lowest compared OMol25 entry of this formula, charge and spin) (kcal per mole): 48.94
SMILES string: O.O.O.O.O.O.O.O

Cartesian coordinates (Å):
O (2.25840, -1.93455, 1.17950)
O (0.03721, -1.19896, -0.25476)
O (-2.87443, -1.18996, -0.46845)
O (-2.53885, 1.68127, -0.71097)
O (2.52313, -0.29902, -1.79367)
O (0.46731, 1.39491, 0.37920)
O (3.12718, 0.94575, 0.55053)
O (-2.42946, 0.08278, 2.09092)
H (2.85834, 0.36495, -0.21917)
H (-2.08460, 1.18550, -1.36982)
H (0.51005, 1.83269, -0.50301)
H (2.08550, -2.64034, 1.81563)
H (1.36876, 1.29539, 0.57435)
H (-1.96342, 2.36808, -0.35106)
H (-0.84967, -1.50640, -0.12448)
H (3.27995, 1.79090, 0.16524)
H (-2.36337, -0.37085, 1.23880)
H (1.42996, -1.82634, 0.71092)
H (0.02137, -0.25117, 0.06335)
H (1.67071, -0.70580, -1.62081)
H (-3.39594, -0.58224, -0.98162)
H (-1.91301, 0.87120, 2.07136)
H (2.30087, 0.15813, -2.58492)
H (-3.52598, -1.46590, 0.14293)

=====

(4)
# C21H19N2O

The ion C21H19N2O with charge -1 (the ωB97M-V functional and the def2-TZVPD basis, the Open Molecules 2025 dataset).

Computed properties:
Charge: -1
Electronic energy (hartree): -996.289843
SMILES string: N#C[C@H](N=C(c1ccccc1)c1ccccc1)[C@H]1C=C([O-])CCC1

Cartesian coordinates (Å):
O (-1.68494, 0.58812, 4.24661)
N (1.84241, -3.92235, -0.55730)
N (1.18534, -0.47299, -0.02602)
C (-2.60957, 0.74376, -3.45890)
C (-0.08332, -1.67950, 1.79930)
C (-0.64122, -0.43935, 2.26308)
C (-2.61023, -1.49989, 3.60350)
C (3.33716, 1.15997, -0.85421)
C (-1.38290, 1.28862, -3.91085)
C (3.97214, 3.50959, -0.73954)
C (-1.51848, 0.14359, -1.34215)
C (0.96947, 0.43472, -0.98434)
C (-0.23123, 1.14218, -3.10368)
C (-0.25506, 0.55951, -1.80896)
C (-2.67167, 0.13718, -2.18224)
C (2.03296, 1.50040, -1.16216)
C (0.45113, -1.75166, 0.32945)
C (1.15280, -2.99329, -0.27053)
C (2.66682, 3.85219, -1.14267)
C (1.71094, 2.84114, -1.39046)
C (-1.92974, -2.82975, 3.27445)
C (4.28682, 2.14572, -0.59027)
C (-1.11571, -2.82399, 1.91712)
C (-1.61943, -0.33422, 3.42155)
H (4.68843, 4.31564, -0.56018)
H (-0.57044, -3.75223, 1.81130)
H (-0.48888, -1.80338, -0.23430)
H (-0.24100, 0.57326, 2.07179)
H (5.28649, 1.91825, -0.24497)
H (3.63370, 0.12133, -0.75035)
H (0.69457, 3.09071, -1.69517)
H (-3.60828, -0.31757, -1.80074)
H (-1.35594, 1.81008, -4.88533)
H (1.11131, -1.99340, 2.03383)
H (-3.04494, -1.49915, 4.61387)
H (0.71199, 1.53400, -3.54160)
H (2.35274, 4.88543, -1.24239)
H (-3.51113, 0.80245, -4.05403)
H (-1.86057, -2.75136, 1.15375)
H (-1.62729, -0.18306, -0.29762)
H (-1.25359, -3.12345, 4.11210)
H (-3.44343, -1.31812, 2.91050)
H (-2.72821, -3.60914, 3.26877)

=====

(5)
# C4H5NO

The molecule C4H5NO (the ωB97M-V functional and the def2-TZVPD basis, the Open Molecules 2025 dataset).

Computed properties:
Charge: 0
Electronic energy (hartree): -285.192383
Relative energy (zero: lowest compared OMol25 entry of this formula, charge and spin) (kcal per mole): 139.43

Cartesian coordinates (Å):
O (-0.65642, 1.24138, -1.44032)
N (1.78965, 0.71895, -0.83557)
C (0.23522, -0.57749, 1.42870)
C (-1.62096, 0.49603, -1.06585)
C (0.59397, 0.56987, -0.83138)
C (0.30914, -0.58483, -0.06012)
H (-0.63507, -1.17100, 1.73123)
H (0.13262, 0.43666, 1.82173)
H (-2.54110, 0.94119, -1.49912)
H (0.43096, -1.54762, -0.55426)
H (1.12137, -1.04608, 1.87189)

=====

(6)
# C21H19FN6O2S

The molecule C21H19FN6O2S (the ωB97M-V functional and the def2-TZVPD basis, the Open Molecules 2025 dataset).

Computed properties:
Charge: 0
Electronic energy (hartree): -1788.663419
Relative energy (zero: lowest compared OMol25 entry of this formula, charge and spin) (kcal per mole): 57.41
SMILES string: O=C(O)[C@H]1[C@H]2CC[C@H](CC2)[C@@H]1Nc1nc(-c2n[nH]c3ncc(F)cc23)nc2sccc12

Cartesian coordinates (Å):
S (-2.42011, -4.17659, 3.29206)
F (2.76010, 3.91878, 2.35079)
O (1.45742, -1.43473, -3.77948)
O (2.54123, -0.76821, -1.90123)
N (0.11766, 4.29591, 4.85974)
N (-1.38670, -1.66987, 3.89157)
N (0.63535, -1.13105, 0.40691)
N (-1.58274, 1.09357, 5.30923)
N (-1.40748, 2.45210, 5.54219)
N (-0.06563, -0.36991, 2.46712)
C (-1.83586, -1.19654, -3.27852)
C (0.07875, 2.00890, 4.04667)
C (-1.94005, 0.94880, -1.95094)
C (0.16891, -0.44412, -1.95719)
C (-0.00145, -1.41917, 1.62637)
C (-2.32067, 0.26071, -0.61371)
C (1.16399, 2.32152, 3.21733)
C (-0.68825, -3.89642, 1.28250)
C (-1.52607, -4.78358, 1.86476)
C (-0.36688, 3.03849, 4.81116)
C (-1.03073, 0.00100, -2.84558)
C (-0.79352, -0.52142, 3.53800)
C (-2.40183, -1.86004, -2.00314)
C (-0.72174, 0.76831, 4.39299)
C (1.13291, 4.57391, 4.03950)
C (1.41282, -0.95775, -2.65850)
C (-0.23916, -1.42567, -0.78872)
C (-1.81681, -1.25016, -0.67728)
C (-1.39804, -2.75114, 3.14847)
C (1.72919, 3.62741, 3.20931)
C (-0.61830, -2.61232, 1.99892)
H (-1.80122, 0.64314, 0.33777)
H (-2.00565, 2.93353, 6.19804)
H (-2.07481, -2.96966, -1.97667)
H (-0.21951, -4.07806, 0.38398)
H (1.40637, 5.66257, 4.12762)
H (0.05638, -2.41534, -1.05322)
H (-1.10403, -1.81498, -3.90185)
H (1.59263, 1.61531, 2.55348)
H (-3.46208, 0.29111, -0.53527)
H (-0.70466, 0.54546, -3.76397)
H (0.60889, 0.40229, -1.42212)
H (-2.82407, 1.32747, -2.45784)
H (-3.46344, -1.72071, -1.94501)
H (-1.39224, 1.79099, -1.46170)
H (3.33462, -1.09031, -2.45237)
H (-1.50126, -5.82044, 1.51028)
H (1.00128, -0.21402, 0.50273)
H (-2.13327, -1.77312, 0.19407)
H (-2.76297, -0.84197, -3.74498)